No. 1
Molecular formula: C19H41BN6Si4V
Method: DFT, wB97M-V/def2-TZVPD

Geometry as XYZ:
```
72
Properties=species:S:1:pos:R:3:forces:R:3:lowdin_spin:R:1
H -2.3660 -0.7947 2.1792 -0.01 -0.02 -0.14 0.000
N -1.2963 -1.4949 0.4770 -0.17 -0.45 0.14 -0.004
B -0.3243 -2.9098 -1.3467 -0.61 0.04 0.44 0.001
N -1.4485 -2.5962 -0.3329 -0.22 0.55 0.51 0.001
C -2.5354 -3.2921 0.0510 0.35 0.49 0.15 -0.002
V 0.3877 -0.1008 -0.0301 -1.86 -0.14 -1.33 1.063
H -2.8249 -4.1773 -0.4981 -0.02 0.06 0.16 0.000
C -3.0964 -2.6573 1.1527 0.26 0.36 0.05 0.000
H -3.9851 -2.9380 1.6887 0.01 -0.09 0.03 0.000
C -2.2831 -1.5410 1.4029 0.03 -0.94 -1.03 0.001
H -0.5087 -3.9676 -1.8908 0.22 0.33 0.09 0.000
C 2.0908 0.7453 -0.3862 1.15 0.30 0.40 -0.048
H 2.0003 1.6122 0.2973 0.12 -0.02 -0.08 0.000
H 2.1948 1.0898 -1.4235 0.06 -0.16 0.36 -0.002
H 2.9371 0.1119 -0.0845 -0.12 0.59 -0.35 -0.001
N 0.9769 -2.8666 -0.5055 0.65 0.58 0.93 0.007
N -0.2629 -1.7347 -2.3545 0.16 1.04 -0.36 0.006
N 1.3154 -1.7308 0.2635 1.61 -2.90 -0.45 -0.004
N 0.0179 -0.4411 -1.9051 -0.11 -0.77 -0.70 -0.010
C 1.8671 -3.8379 -0.2712 -0.42 1.00 0.19 0.005
C -0.3796 -1.7162 -3.6887 0.14 0.24 1.08 -0.005
H 1.7146 -4.8052 -0.7244 0.20 0.02 -0.04 0.000
H -0.6373 -2.6261 -4.2074 0.09 0.03 -0.10 0.000
C 2.8370 -3.3622 0.6124 -0.01 0.54 0.36 0.001
C -0.1428 -0.4212 -4.1513 0.06 0.82 0.68 -0.004
C 2.4778 -2.0508 0.9215 -0.89 -0.84 -0.88 0.004
C 0.1083 0.3544 -3.0147 -0.25 -1.30 -0.45 0.001
H 3.6897 -3.9004 0.9888 -0.01 0.00 0.00 0.000
H -0.1686 -0.0741 -5.1684 0.03 -0.03 -0.05 0.000
H 2.9626 -1.3156 1.5462 0.03 -0.17 0.05 0.000
H 0.3704 1.3986 -2.9247 -0.13 -0.11 -0.04 0.000
H -1.1112 0.4588 0.8278 0.65 1.39 -0.38 -0.004
C -2.8905 2.4855 -2.2433 -0.12 0.00 0.06 0.000
Si -3.1455 2.2265 -0.3898 -1.14 -0.01 -0.36 0.001
C -4.1435 3.6418 0.3739 0.21 -0.04 -0.10 -0.001
C -4.2164 0.6882 -0.1666 0.23 -0.07 0.00 0.001
Si -1.0115 2.0948 0.5658 -1.53 -0.12 0.91 -0.005
Si -0.0210 4.0844 -0.3094 1.39 1.17 -0.81 0.002
C -1.2910 5.4803 -0.4803 -0.49 -0.52 0.26 0.000
C 1.3397 4.6954 0.8491 -0.09 -0.31 -0.01 0.001
C 0.6983 3.8233 -2.0286 -0.01 -0.15 -0.01 0.000
Si -1.1794 2.6057 2.8403 -0.09 0.35 0.79 -0.003
C -1.7791 4.3831 3.0915 0.10 -0.15 -0.12 -0.001
C -2.3979 1.4402 3.6804 0.06 -0.02 -0.08 0.000
C 0.5373 2.3816 3.5888 -0.14 0.03 0.05 0.000
H -3.8813 2.4081 -2.7168 0.28 0.05 0.00 0.000
H -2.2468 1.7089 -2.6796 -0.19 0.13 0.08 0.000
H -2.4676 3.4652 -2.4979 -0.12 -0.21 0.04 0.000
H -5.1547 3.5679 -0.0543 0.22 0.04 0.10 0.000
H -4.2344 3.5430 1.4632 -0.04 -0.03 -0.26 0.000
H -3.7495 4.6374 0.1428 -0.15 -0.23 0.11 0.000
H -3.8500 -0.1529 -0.7684 -0.07 0.08 0.12 0.000
H -4.2775 0.3589 0.8782 -0.05 0.09 -0.21 0.000
H -5.2371 0.9266 -0.5063 0.31 -0.03 0.09 0.000
H -1.7701 5.7488 0.4687 0.12 -0.04 -0.21 0.000
H -0.7449 6.3656 -0.8413 0.11 -0.34 0.10 0.000
H -2.0770 5.2578 -1.2126 0.21 0.08 0.17 0.000
H 2.1819 3.9922 0.8883 -0.10 0.18 0.04 0.000
H 1.7160 5.6459 0.4388 -0.11 -0.25 0.05 0.000
H 0.9988 4.8839 1.8751 0.07 -0.03 -0.31 0.000
H 1.5008 3.0769 -2.0358 -0.02 0.22 -0.01 0.000
H -0.0628 3.5188 -2.7586 0.09 0.15 0.15 0.000
H 1.1246 4.7783 -2.3731 -0.09 -0.25 0.10 0.000
H -2.7781 4.5579 2.6736 0.25 -0.05 0.13 0.000
H -1.8366 4.5434 4.1789 0.02 0.00 -0.24 0.000
H -1.0965 5.1353 2.6766 -0.15 -0.15 0.14 0.000
H -1.9515 0.4502 3.8472 -0.10 0.21 0.07 0.000
H -2.6574 1.8663 4.6618 0.05 -0.19 -0.23 0.000
H -3.3276 1.3122 3.1096 0.15 0.07 0.15 0.000
H 0.9492 1.3872 3.3660 -0.06 0.14 0.14 0.000
H 1.2573 3.1359 3.2477 -0.18 -0.19 0.10 0.000
H 0.4331 2.4755 4.6809 0.17 -0.08 -0.25 0.000
```
Forces are in eV/Å.

Properties
⟨S²⟩: 0.77
Spin multiplicity: 2
Lowest unoccupied orbital energy (spin up / spin down) (eV): -8.5 / -8.0
Net charge: +2


No. 2
Molecular formula: C22H32BMnN7
Method: DFT, wB97M-V/def2-TZVPD

Geometry as XYZ:
```
63
Properties=species:S:1:pos:R:3:forces:R:3:lowdin_spin:R:1
H 1.6082 3.6169 -0.0918 -0.03 -0.11 -0.11 0.001
N 1.0879 2.0190 -1.3942 0.38 2.60 -1.71 0.049
B 0.4130 0.5696 -3.3776 -0.50 -0.15 0.55 0.003
N 0.8412 1.9314 -2.7528 0.55 0.39 1.21 0.012
C 0.9770 3.1516 -3.3015 0.12 -0.21 0.66 0.017
Mn 0.8690 0.4507 -0.2555 -1.35 -0.83 1.59 4.550
H 0.8323 3.2712 -4.3631 0.01 0.13 0.05 0.001
C 1.3164 4.0587 -2.2968 -0.03 -0.36 0.10 0.005
H 1.4925 5.1103 -2.4084 0.02 0.14 -0.06 0.000
C 1.3837 3.3134 -1.1054 -0.53 -1.08 -1.62 0.023
H 0.3459 0.6473 -4.5703 0.10 -0.02 0.01 0.000
C -1.9608 -2.4759 2.3414 0.41 -0.11 -0.36 0.001
H -1.3354 -2.8561 3.1581 -0.23 0.17 -0.16 0.000
H -1.3406 -1.8540 1.6780 -0.18 -0.11 0.30 0.002
H -2.3339 -3.3199 1.7532 -0.02 0.12 0.15 0.000
N -0.9857 0.2056 -2.7793 -0.30 -0.15 1.14 0.003
N 1.3534 -0.5994 -2.9332 0.85 -0.44 1.22 0.011
N -1.1359 0.1321 -1.4025 -0.65 -0.01 -0.53 0.036
N 1.5236 -0.8970 -1.5842 0.60 -1.92 -1.77 0.046
C -2.1327 -0.1576 -3.3884 0.10 0.09 0.93 0.004
C 1.9439 -1.5577 -3.6685 -0.05 -0.04 0.77 0.013
H -2.1877 -0.1770 -4.4657 -0.08 0.00 0.07 0.000
H 1.9366 -1.4860 -4.7444 0.00 -0.10 0.04 0.001
C -3.0700 -0.4530 -2.4014 0.49 0.12 0.03 0.001
C 2.4795 -2.5194 -2.8085 -0.24 0.30 0.06 0.005
C -2.4061 -0.2536 -1.1696 0.66 0.13 -1.39 0.008
C 2.1815 -2.0855 -1.5061 -0.65 1.26 -1.49 0.020
H -4.0798 -0.7780 -2.5518 -0.18 -0.02 -0.01 0.000
H 3.0025 -3.4136 -3.0859 0.05 -0.11 -0.07 0.000
H -2.8082 -0.3871 -0.1732 0.29 0.09 -0.08 0.000
H 2.3754 -2.5714 -0.5592 0.04 0.26 -0.13 0.001
H -2.7928 -1.8898 2.7261 0.06 -0.02 0.05 0.000
C 0.2968 0.5503 6.3918 -0.04 -0.08 0.18 0.000
C 0.1432 1.1148 5.0044 -0.37 0.31 -0.50 0.000
C -0.5846 2.2940 4.7943 0.17 -0.04 0.20 0.011
C -0.7777 2.8173 3.5093 -0.11 -0.75 0.09 0.001
C -1.5480 4.1022 3.3644 -0.18 0.13 -0.07 0.000
C -0.2447 2.1398 2.4075 0.41 -0.09 0.37 0.018
C 0.6616 1.0559 2.6013 0.15 0.08 0.96 0.017
C 0.7239 0.4869 3.9054 -0.05 0.36 -0.06 0.010
N 1.5125 0.6501 1.5944 -0.44 0.26 -0.78 0.077
C 2.9217 0.3158 1.8342 -0.52 -0.25 0.46 0.013
C 3.5292 1.1383 2.9618 0.35 0.20 0.31 0.002
C 3.0583 -1.1636 2.1679 0.49 -0.54 0.14 0.004
C 3.7283 0.6010 0.5672 0.02 0.17 -0.14 0.015
H 0.8341 1.2432 7.0538 -0.09 -0.11 -0.18 0.000
H -0.6831 0.3638 6.8511 0.20 0.01 -0.09 0.000
H 0.8524 -0.3934 6.3735 -0.10 0.14 0.02 0.000
H -1.0128 2.8138 5.6581 0.13 -0.10 -0.28 0.001
H -2.5808 3.9997 3.7235 0.19 -0.03 -0.10 0.000
H -1.0842 4.8963 3.9657 -0.06 -0.17 -0.18 0.000
H -1.5796 4.4328 2.3226 -0.01 -0.01 0.11 0.000
H -0.4369 2.5046 1.3926 0.27 0.08 0.27 0.005
H 1.2964 -0.4268 4.0743 -0.19 0.39 -0.09 0.001
H 3.0870 0.9010 3.9340 0.15 0.12 -0.21 0.000
H 4.6057 0.9374 3.0196 -0.12 0.00 0.02 0.000
H 3.4033 2.2100 2.7755 -0.07 -0.10 0.01 0.000
H 2.6248 -1.8027 1.3899 0.00 0.20 0.10 0.002
H 4.1199 -1.4214 2.2571 -0.06 -0.13 0.05 0.000
H 2.5721 -1.4154 3.1135 0.11 0.00 -0.19 0.000
H 3.3476 0.0459 -0.3003 0.22 0.05 0.20 0.006
H 3.7011 1.6677 0.3183 -0.03 -0.09 0.06 0.001
H 4.7744 0.3187 0.7284 -0.13 -0.02 -0.12 0.001
```
Forces are in eV/Å.

Properties
⟨S²⟩: 8.76
Spin multiplicity: 6
Lowest unoccupied orbital energy (spin up / spin down) (eV): 0.6 / 0.6


No. 3
Molecular formula: C5H9FeO5
Method: DFT, wB97M-V/def2-TZVPD

Geometry as XYZ:
```
20
Properties=species:S:1:pos:R:3:forces:R:3:lowdin_spin:R:1
C 1.9781 -2.5018 0.4559 0.00 -0.01 0.35 0.036
C 1.0571 -1.5649 -0.2898 0.23 0.09 -1.39 0.023
O 0.2014 -0.7772 0.5496 0.36 0.77 1.49 0.240
Fe 0.1952 -1.0381 2.4829 0.04 -0.07 0.20 4.612
H 2.5858 -3.0661 -0.2641 -0.20 0.16 0.15 0.002
H 2.6783 -1.9434 1.0946 -0.17 -0.18 -0.06 0.009
H 1.4154 -3.2416 1.0461 0.18 0.16 -0.06 0.013
H 0.4217 -2.1362 -0.9849 0.13 0.03 0.18 0.002
H 1.6571 -0.8911 -0.9226 -0.14 -0.07 0.26 0.002
C -0.5817 0.6003 -0.2934 -0.37 -3.40 0.91 0.024
C -1.1106 1.6254 0.7063 0.55 -0.23 0.27 0.024
O -1.9305 2.5941 0.0908 0.19 1.70 -0.45 0.017
C -1.3830 3.1798 -1.0322 -0.51 -4.94 1.20 0.025
O -0.4909 2.4490 -1.5651 -0.70 3.12 -0.73 0.350
O -2.0450 4.0685 -1.5574 0.66 1.02 -0.72 0.588
O -1.6067 -0.2075 -0.7152 0.45 1.02 -0.61 0.008
H 0.3745 0.7664 -0.8019 -0.82 -0.06 -0.37 0.006
H -0.2490 2.0891 1.2045 -0.25 0.02 0.09 0.005
H -1.8107 1.1453 1.4075 0.55 -0.02 -0.15 0.014
H -1.3565 -1.1499 -0.6116 -0.16 0.88 -0.57 0.001
```
Forces are in eV/Å.

Properties
⟨S²⟩: 12.02
Spin multiplicity: 7
Lowest unoccupied orbital energy (spin up / spin down) (eV): -3.6 / -7.7
Net charge: +1


No. 4
Molecular formula: C44H43Cl3N3O2Pb
Method: DFT, wB97M-V/def2-TZVPD

Geometry as XYZ:
```
96
Properties=species:S:1:pos:R:3:forces:R:3:mulliken_charge:R:1
Pb -0.0441 -0.0775 0.1334 -0.11 0.26 0.03 0.855
Cl -8.3416 -0.9167 -1.1501 0.09 0.00 0.00 -0.264
C -6.6066 -1.0899 -0.9887 -0.01 0.02 0.05 0.300
C -5.8021 0.0343 -0.9041 0.01 0.07 -0.02 -0.694
C -4.4336 -0.1039 -0.7584 -0.20 0.08 0.10 0.252
Cl -3.4574 1.3283 -0.6868 0.05 0.06 0.02 -0.006
C -3.7743 -1.3604 -0.6316 0.01 -0.30 -0.41 -1.424
O -2.5309 -1.5082 -0.4083 -0.11 0.10 0.15 0.476
C -4.6711 -2.4618 -0.7963 -0.02 -0.08 -0.15 0.682
Cl -3.9656 -4.0664 -0.8456 -0.03 0.11 0.09 -0.226
C -6.0404 -2.3510 -0.9504 0.06 0.00 -0.06 -0.812
H -6.2324 1.0256 -0.9535 0.00 -0.02 -0.02 0.467
H -6.6500 -3.2377 -1.0589 0.01 0.01 0.01 0.432
C 4.7107 0.9892 0.2579 -0.04 0.11 -0.11 -0.061
C 5.2091 -0.3361 -0.1511 0.11 0.17 0.01 -1.195
C 4.3957 -1.3775 -0.3011 -0.26 -0.14 0.06 -1.240
C 2.9511 -1.2643 0.0123 0.08 -0.37 -0.15 0.745
N 2.4094 -0.1651 0.3717 0.07 0.36 0.13 0.645
C 3.2037 1.0494 0.5548 -0.03 -0.15 -0.06 -0.442
C 2.0612 -2.4639 -0.1124 0.16 0.03 0.01 0.722
C 2.6139 -3.7391 -0.2546 -0.02 -0.05 0.00 -0.880
C 1.7943 -4.8529 -0.3653 -0.04 0.04 0.00 -0.919
C 0.4151 -4.6894 -0.3632 0.07 0.05 -0.02 -0.683
C -0.1328 -3.4171 -0.2260 -0.01 -0.06 -0.05 0.058
C 0.6685 -2.2864 -0.0692 0.08 0.04 0.04 0.279
H 5.3217 1.4416 1.0378 0.01 -0.04 0.04 0.450
H 6.2640 -0.4377 -0.3915 -0.01 0.02 -0.01 0.353
H 4.7771 -2.3156 -0.6758 -0.03 0.00 0.03 0.320
H 2.9806 1.4406 1.5447 -0.05 0.01 0.08 0.059
H 3.6865 -3.8833 -0.2622 -0.02 -0.01 0.00 0.328
H 2.2329 -5.8386 -0.4627 0.00 -0.01 0.00 0.367
H -0.2335 -5.5512 -0.4792 -0.01 0.00 0.01 0.480
H -1.2118 -3.2960 -0.2657 0.08 -0.04 0.00 -0.011
C -3.2339 -0.3384 2.3965 0.01 -0.04 0.06 -0.224
N -2.9778 -1.6902 2.9901 0.03 0.05 -0.03 0.042
C -3.9721 -2.6861 2.5199 0.06 0.04 0.02 -0.622
C -1.5597 -2.1545 2.6988 0.02 0.05 -0.03 -0.049
C -0.5927 -1.2048 3.3385 -0.18 -0.08 0.01 0.537
C -0.4220 -1.2553 4.7256 0.06 -0.01 0.01 -0.750
C 0.3359 -0.2872 5.3659 0.01 0.03 -0.09 -0.756
C 0.9025 0.7329 4.6055 -0.06 -0.05 -0.01 -0.979
C 0.7268 0.7599 3.2264 -0.01 -0.03 0.06 0.103
C -0.0139 -0.2164 2.5451 0.21 0.13 -0.07 0.366
H -4.2784 -0.0812 2.5586 0.00 0.01 0.00 0.350
H -3.0011 -0.3972 1.3345 0.00 0.00 0.18 -0.532
H -2.5720 0.3758 2.8728 -0.01 0.08 0.03 0.394
H -3.0386 -1.5950 4.0033 -0.04 -0.02 0.01 0.404
H -3.8568 -2.7889 1.4446 0.02 -0.02 0.08 0.140
H -4.9742 -2.3343 2.7547 0.00 0.01 -0.01 0.338
H -3.7752 -3.6374 3.0085 0.00 -0.01 0.01 0.375
H -1.4841 -2.1533 1.6127 0.03 -0.10 0.04 -0.970
H -1.4846 -3.1777 3.0706 -0.05 0.00 0.05 0.664
H -0.8629 -2.0646 5.3072 0.00 0.02 -0.03 0.441
H 0.4822 -0.3245 6.4384 0.01 0.00 -0.01 0.372
H 1.4834 1.5100 5.0893 -0.01 -0.01 0.00 0.491
H 1.1642 1.5884 2.6727 0.05 -0.10 0.02 -0.007
C -3.4249 4.4611 2.3792 0.03 0.01 -0.04 -0.635
C -2.3830 3.5985 2.7036 0.01 -0.03 -0.07 -0.190
C -1.2970 3.4503 1.8545 0.01 0.00 0.14 0.227
C -1.2011 4.1847 0.6728 0.10 -0.14 -0.19 0.751
C -2.2524 5.0479 0.3595 -0.11 -0.05 -0.04 -0.627
C -3.3535 5.1827 1.1950 0.04 0.00 0.01 -0.562
C -0.0310 4.0930 -0.2332 -0.12 -0.06 -0.16 -0.812
C 1.1650 3.6351 0.0647 0.04 0.10 0.33 -0.351
C 2.4878 3.4462 -0.0098 0.10 0.03 -0.08 0.201
C 2.9867 2.1137 -0.5441 0.01 0.04 -0.07 1.034
C 4.5193 2.0325 -0.9313 -0.02 -0.01 0.07 -0.017
C 5.2988 3.2924 -0.8384 -0.11 -0.06 0.09 -1.369
C 4.7803 4.3241 -0.1087 -0.02 -0.03 0.00 0.011
C 3.4685 4.3956 0.4169 -0.03 -0.20 -0.10 -1.562
H -4.2770 4.5696 3.0396 0.01 0.00 0.00 0.380
H -2.4192 3.0370 3.6298 0.01 -0.06 0.04 0.410
H -0.4949 2.7674 2.1043 -0.03 0.05 -0.01 0.191
H -2.1984 5.6207 -0.5603 0.00 0.00 0.01 0.360
H -4.1546 5.8617 0.9259 0.01 -0.01 -0.01 0.372
H -0.2230 4.4772 -1.2432 0.01 0.16 0.09 0.082
H 2.3191 1.7580 -1.3318 0.02 0.01 -0.01 0.087
H 4.6614 1.5180 -1.8864 -0.05 0.00 -0.02 0.416
H 6.3005 3.3323 -1.2507 -0.02 0.01 0.00 0.311
H 5.4168 5.1917 0.0567 -0.01 0.02 -0.01 0.330
H 3.1265 5.3046 0.8937 0.02 0.03 -0.03 0.395
C -1.3701 1.4157 -4.8100 0.01 -0.06 -0.01 -1.071
N -0.6160 0.1905 -4.6131 0.01 -0.01 0.01 0.211
C -0.9479 -0.9633 -5.4278 -0.02 0.05 0.01 -0.996
C 0.3146 0.1349 -3.6159 -0.13 -0.16 0.15 0.701
C 0.9822 -1.2033 -3.3875 0.02 0.03 -0.10 -0.643
O 0.5650 1.0949 -2.9076 0.13 0.09 -0.12 -0.615
H -1.0954 1.9044 -5.7490 -0.01 -0.01 -0.02 0.293
H -1.1569 2.0908 -3.9870 0.02 -0.01 0.02 0.267
H -2.4391 1.1959 -4.8247 -0.02 0.01 0.01 0.402
H -1.7378 -0.6775 -6.1191 -0.01 0.00 -0.01 0.387
H -1.3137 -1.8009 -4.8297 0.00 0.01 0.03 0.286
H -0.0984 -1.3096 -6.0205 0.02 0.01 0.00 0.307
H 1.4342 -1.5986 -4.2991 -0.01 0.00 0.01 0.535
H 0.2573 -1.9346 -3.0210 0.02 0.02 0.00 0.263
H 1.7502 -1.0692 -2.6311 0.01 0.00 -0.01 -0.300
```
Forces are in eV/Å.

Properties
Lowest unoccupied orbital energy (eV): 1.8
Net charge: -1


No. 5
Molecular formula: C4H6N2OS
Method: DFT, wB97M-V/def2-TZVPD

Geometry as XYZ:
```
14
Properties=species:S:1:pos:R:3:forces:R:3:mulliken_charge:R:1
C 1.6192 -0.3054 1.0137 0.15 0.73 0.91 -0.824
C 0.2337 -1.1183 -0.8689 -1.82 2.43 2.28 0.067
C -1.0986 -0.8856 -1.1228 -0.53 -0.85 -2.35 -0.900
C -1.6090 0.2473 -0.4804 1.47 0.96 1.99 0.172
H 2.3056 -0.9869 0.5704 0.58 -0.94 0.05 0.331
H 2.1894 0.6697 1.0060 -0.98 -0.84 0.83 0.235
H 1.1261 -0.7074 1.9338 1.58 0.70 0.09 0.342
H 1.0820 -1.6637 -1.1969 -0.08 -1.02 -0.56 0.395
H -1.6889 -1.2285 -1.9290 -0.09 -0.78 -0.78 0.393
H -0.7501 2.5681 0.1199 0.20 -3.55 2.88 0.310
N 0.5222 -0.2622 0.1418 -1.00 2.17 -0.87 0.169
N -0.6520 0.4907 0.5435 0.06 -0.84 -1.52 0.145
O -0.5508 1.7415 1.0378 0.55 2.25 -2.64 -0.461
S -2.7288 1.4409 -0.7689 -0.08 -0.42 -0.32 -0.376
```
Forces are in eV/Å.

Properties
Lowest unoccupied orbital energy (eV): 0.1